1.
Molecular formula: C2H4I2S
Method: DFT, ωB97M-V with the def2-TZVPD basis set

Orbital gap (alpha / beta) in eV: 7.6 / 7.4
Total charge: 0
E_HOMO (alpha / beta) in eV: -8.2 / -8.1

Last column: Mulliken charge in e.
Cartesian coordinates (Å):
C (0.9655, 0.3661, 0.7020)  -0.533
C (-0.5809, -0.9546, -0.8907)  -0.684
S (0.2142, 1.8797, 1.0292)  -0.142
I (-1.9179, 0.4594, -1.5999)  0.134
I (0.5239, -2.1911, -2.2471)  0.083
H (1.1403, -0.3452, 1.5028)  0.351
H (1.7831, 0.5404, 0.0782)  0.301
H (-1.0735, -1.4829, 0.0386)  0.381
H (-1.0548, 1.7282, 1.3869)  0.108

***

2.
Molecular formula: C2H4I2S
Method: DFT, ωB97M-V with the def2-TZVPD basis set

Spin multiplicity: 3
Orbital gap (alpha / beta) in eV: 7.2 / 8.3
Total charge: 0
<S²>: 2.01
E_HOMO (alpha / beta) in eV: -7.8 / -9.5

Last column: Mulliken spin population.
Cartesian coordinates (Å):
C (-0.6685, 0.5872, 1.5805)  0.911
C (0.6326, -0.6244, -0.9270)  0.691
S (-0.6480, -0.2661, -1.9892)  0.173
I (0.7031, -2.7352, -0.3914)  0.030
I (2.5969, 0.2622, -1.0383)  0.097
H (-0.9749, 1.3346, 0.8432)  0.027
H (-1.1725, -0.4018, 1.7923)  0.017
H (0.2897, 0.7810, 2.0002)  0.034
H (-0.7583, 1.0624, -1.8701)  0.019

***

3.
Molecular formula: C2H4I3N2O
Method: DFT, ωB97M-V with the def2-TZVPD basis set

Orbital gap in eV: 7.8
Total charge: +1
E_HOMO in eV: -12.6

Last column: Mulliken charge in e.
Cartesian coordinates (Å):
C (-1.1317, -1.0019, 0.1381)  0.434
C (-0.4533, 1.1062, -0.2407)  -0.497
N (-1.4988, 0.3680, 0.0543)  -0.303
N (2.0582, -0.1721, 0.0477)  -0.305
O (-0.0683, -1.4000, 0.5333)  -0.568
I (-2.6230, -2.2536, -0.6338)  0.171
I (-0.7254, 3.1100, -0.5926)  0.201
I (-3.4560, 1.0598, 0.3331)  0.395
H (1.2055, 0.3363, -0.2437)  0.313
H (2.9366, 0.0955, -0.2861)  0.328
H (1.7013, -1.1012, -0.1613)  0.449
H (2.0550, -0.1470, 1.0518)  0.383

***

4.
Molecular formula: C2H4INO
Method: DFT, ωB97M-V with the def2-TZVPD basis set

Orbital gap in eV: 8.5
Total charge: 0
E_HOMO in eV: -8.7

Last column: Mulliken charge in e.
Cartesian coordinates (Å):
O (1.5452, -1.1498, -0.1213)  -0.460
C (0.6126, -0.8405, 0.5936)  0.130
C (-0.5386, -0.0228, 0.2917)  -0.406
N (-0.5413, 1.0576, -0.6449)  -0.682
I (0.4692, 0.5916, -2.4861)  0.088
H (0.5659, -1.1537, 1.6307)  0.312
H (-1.2663, -0.7133, -0.1497)  0.277
H (-0.8636, 0.4514, 1.1935)  0.408
H (0.0168, 1.7796, -0.3076)  0.334

***

5.
Molecular formula: C2H4INO
Method: DFT, ωB97M-V with the def2-TZVPD basis set

Orbital gap in eV: 10.1
Total charge: 0
E_HOMO in eV: -9.9

Last column: Mulliken charge in e.
Cartesian coordinates (Å):
H (0.8418, 1.5564, -2.1992)  0.279
N (0.8399, 0.7332, -1.5892)  -0.550
C (0.0424, 0.5156, -0.6007)  0.390
I (-1.7317, 1.4936, 0.1160)  -0.020
C (0.2188, -0.6883, 0.3158)  -0.657
O (0.0239, -0.5740, 1.7254)  -0.488
H (1.1063, -1.1871, 0.2910)  0.386
H (-0.4265, -1.4544, 0.0567)  0.392
H (-0.9148, -0.3950, 1.8842)  0.267

***

6.
Molecular formula: C2H4INO
Method: DFT, ωB97M-V with the def2-TZVPD basis set

Spin multiplicity: 3
Orbital gap (alpha / beta) in eV: 6.2 / 5.9
Total charge: 0
<S²>: 2.01
E_HOMO (alpha / beta) in eV: -5.6 / -9.8

Last column: Mulliken spin population.
Cartesian coordinates (Å):
C (0.6818, 0.0929, 0.2761)  0.347
C (-0.7510, -0.3302, -0.0555)  0.073
N (1.1999, -0.4296, 1.2377)  0.194
O (-1.6737, 0.5603, -0.7041)  0.007
I (1.6745, 1.4693, -1.1267)  1.360
H (-1.1090, -0.6214, 0.9941)  0.003
H (-0.7608, -1.3306, -0.4205)  -0.007
H (2.0949, -0.1798, 1.4205)  0.024
H (-1.3568, 0.7692, -1.6217)  -0.002

***

7.
Molecular formula: C2H4INO2
Method: DFT, ωB97M-V with the def2-TZVPD basis set

Orbital gap in eV: 9.5
Total charge: 0
E_HOMO in eV: -10.0

Last column: Mulliken charge in e.
Cartesian coordinates (Å):
C (-0.2084, 0.1126, 0.2828)  -1.000
C (1.3762, -0.5119, -0.3443)  -0.584
I (2.8735, 0.7389, 0.5291)  0.129
N (1.5349, -1.8820, 0.0891)  0.911
O (1.7834, -2.0949, 1.2483)  -0.482
O (1.3881, -2.7169, -0.7728)  -0.571
H (-0.1967, -0.0490, 1.3502)  0.372
H (-0.9633, -0.4868, -0.2120)  0.352
H (-0.2556, 1.1513, 0.0039)  0.362
H (1.3666, -0.4289, -1.4246)  0.511

***

8.
Molecular formula: C2H4INS
Method: DFT, ωB97M-V with the def2-TZVPD basis set

Orbital gap in eV: 6.3
Total charge: 0
E_HOMO in eV: -6.9

Last column: Mulliken charge in e.
Cartesian coordinates (Å):
C (-0.5111, -0.6359, -0.0843)  0.381
C (-1.4473, 0.3997, 0.0868)  -0.534
N (0.2537, -1.5361, -0.0514)  -0.073
S (1.9807, 1.7419, -0.1498)  -0.613
I (3.3177, -0.1879, -0.0284)  -0.044
H (-2.2526, 0.5142, -0.5999)  0.329
H (-0.7276, 1.2089, -0.1180)  0.116
H (-1.8799, 0.2621, 1.0368)  0.273
H (1.2664, -1.7668, -0.0918)  0.166

***

9.
Molecular formula: C2H4INS
Method: DFT, ωB97M-V with the def2-TZVPD basis set

Orbital gap in eV: 7.8
Total charge: 0
E_HOMO in eV: -8.2

Last column: Mulliken charge in e.
Cartesian coordinates (Å):
C (-0.4373, -0.2294, 0.6715)  0.453
C (-1.1334, -1.0233, -0.3126)  -0.645
N (0.2989, 0.2423, 1.4411)  -0.546
S (0.7056, 1.8219, -1.5532)  -0.521
I (2.4286, 1.8789, -0.0057)  0.303
H (-0.6767, -0.6000, -1.2107)  0.163
H (-2.2360, -0.9804, -0.1324)  0.255
H (-0.9948, -2.1054, -0.2928)  0.284
H (2.0451, 0.9955, 1.3948)  0.255

***

10.
Molecular formula: C2H4IO3P
Method: DFT, ωB97M-V with the def2-TZVPD basis set

Orbital gap in eV: 5.2
Total charge: -2
E_HOMO in eV: 0.4

Last column: Mulliken charge in e.
Cartesian coordinates (Å):
C (1.2853, 0.0801, 0.5773)  -1.395
C (-0.2203, 0.4682, 0.5889)  0.326
O (-0.9605, -0.3213, 1.4275)  -0.764
P (-1.3015, -0.4418, -0.6184)  0.673
O (-2.6808, 0.1127, -0.8286)  -0.747
O (-0.9846, -1.8485, -0.6406)  -0.661
I (-0.0369, 0.5398, -2.9727)  -0.763
H (1.8518, 0.1990, 1.4504)  0.445
H (1.4460, -0.9534, 0.2573)  0.285
H (1.9665, 0.6391, -0.0697)  0.351
H (-0.3649, 1.5261, 0.8284)  0.249

***

What are the relative energy (zero: lowest compared OMol25 entry of this formula, charge and spin) values for these records? In order: 71.07, 0.00, 35.00, 28.53, 18.28, 25.57, 78.59, 51.41, 52.24, 70.40 kcal per mole.